Entry 1:
Computed, not measured: a single C3H5NO molecule, with ωB97M-V/def2-TZVPD.

Geometry (Å):
O1 0.0639 1.7666 1.3442
C1 0.0468 0.8446 0.5815
C2 -0.9787 0.2455 -0.3921
N1 -0.0029 -0.8224 -0.7169
C3 1.0351 -0.2576 0.1788
H1 -1.9228 -0.0741 0.0666
H2 -1.2042 0.8651 -1.2701
H3 -0.3184 -1.7332 -0.4037
H4 1.3641 -0.9085 0.9987
H5 1.9170 0.0740 -0.3869

Orbital gap = 10.583 eV
SMILES = O=C1CNC1
LUMO = 0.9553 eV


Entry 2:
Computed, not measured: a single C3H5NO molecule, with ωB97M-V/def2-TZVPD.

Geometry (Å):
O1 0.9641 -1.1920 1.1418
C1 1.3469 -0.4973 0.1981
C2 0.5958 0.4548 -0.5334
C3 -1.3834 -0.2352 0.0718
N1 -0.6872 0.8522 -0.1214
H1 2.4069 -0.5472 -0.1428
H2 1.0098 0.9792 -1.3385
H3 -1.4370 -0.9671 -0.6994
H4 -1.9974 -0.4819 0.9138
H5 -0.8185 1.6345 0.5101

Orbital gap (alpha / beta) = 7.707 / 7.709 eV
LUMO (alpha / beta) = -0.2471 / -0.2455 eV


Entry 3:
Computed, not measured: a single C3H5NO molecule, with ωB97M-V/def2-TZVPD.

Geometry (Å):
C1 -0.8679 0.9174 0.1906
O1 -0.5859 -0.0300 -0.8309
C2 0.6108 -0.7707 -0.8035
C3 1.3243 -0.6669 0.4830
N1 1.7603 -0.4729 1.5366
H1 -1.9011 0.7520 0.5112
H2 -0.7623 1.9429 -0.1861
H3 -0.2191 0.8063 1.0652
H4 1.2977 -0.4636 -1.6064
H5 0.3564 -1.8231 -0.9787

Orbital gap = 11.272 eV
SMILES = COCC#N
LUMO = 0.8146 eV


Entry 4:
Computed, not measured: C3H5NO as an isolated structure, with ωB97M-V/def2-TZVPD.

Geometry (Å):
C1 1.2102 -0.5071 -0.2394
C2 0.1458 0.7228 0.2264
C3 -0.7749 -0.3977 0.0009
O1 -2.1054 -0.4045 -0.0702
N1 0.0506 -1.3612 -0.2409
H1 -2.4735 0.4443 0.2122
H2 1.9897 -0.7906 0.4719
H3 1.5989 -0.2533 -1.2257
H4 0.0131 1.6006 -0.4071
H5 0.3457 0.9467 1.2721

Orbital gap = 10.073 eV
LUMO = 0.6094 eV


Entry 5:
Computed, not measured: a single C3H5NO molecule, with ωB97M-V/def2-TZVPD.

Geometry (Å):
O1 -1.2778 1.5772 -0.9366
C1 -0.5609 0.7533 -0.4364
C2 0.2860 -0.4433 -0.9241
N1 0.3870 -0.8968 0.4845
C3 -0.0198 0.4536 0.9669
H1 -0.0056 -1.2254 -1.6264
H2 1.2760 -0.1185 -1.2806
H3 -0.3636 -1.5830 0.6506
H4 -0.6030 0.4218 1.8868
H5 0.8818 1.0610 1.2153

Orbital gap = 10.580 eV
SMILES = O=C1CNC1
LUMO = 0.8840 eV


Entry 6:
Computed, not measured: a single C3H5NO molecule, with ωB97M-V/def2-TZVPD.

Geometry (Å):
C1 2.2315 -0.1483 -0.2289
C2 0.8898 -0.3928 0.3163
C3 -0.0077 0.7595 0.2052
N1 -1.2657 0.6252 -0.0882
O1 -1.6769 -0.6605 -0.1733
H1 2.8050 -1.0382 -0.2097
H2 2.6597 0.8456 -0.6248
H3 0.4106 -1.4223 0.8090
H4 0.3906 1.7238 0.3036
H5 -2.6732 -0.5126 -0.0295

Orbital gap = 9.510 eV
SMILES = C=C/C=N\O
LUMO = 0.5801 eV


Entry 7:
Computed, not measured: a single C3H5NO molecule, with ωB97M-V/def2-TZVPD.

Geometry (Å):
O1 2.1526 0.2597 0.2233
C1 1.0006 0.1437 -0.0928
C2 -0.2401 0.9755 0.2594
C3 -1.0492 -0.3014 0.1232
N1 0.3959 -0.9280 -0.6863
H1 -0.1284 1.4010 1.2634
H2 -0.4827 1.7660 -0.4518
H3 -1.2420 -0.7987 1.0798
H4 -1.1093 -0.7292 -0.8900
H5 0.8372 -1.8445 -0.6907

Orbital gap = 10.796 eV
SMILES = O=C1CCN1
LUMO = 0.9990 eV


Entry 8:
Computed, not measured: C3H5NO as an isolated structure, with ωB97M-V/def2-TZVPD.

Geometry (Å):
O1 -1.2058 0.0068 1.9645
C1 -0.5101 -0.3785 1.0825
C2 -0.0120 -1.3911 0.3434
C3 0.2935 0.9921 -1.0689
N1 0.3144 1.0734 0.1928
H1 0.8951 -1.3092 -0.2338
H2 -0.4245 -2.3705 0.5295
H3 1.0179 1.4808 -1.7172
H4 -0.4710 0.3544 -1.5167
H5 0.9754 1.6974 0.6488

Orbital gap = 8.194 eV
LUMO = 0.1748 eV


Entry 9:
Computed, not measured: C3H5NO as an isolated structure, with ωB97M-V/def2-TZVPD.

Geometry (Å):
C1 -0.6654 0.5438 -0.7717
C2 -0.0177 -0.2199 0.4291
C3 1.2302 -0.8185 -0.2636
H1 -0.1490 1.5556 -0.8891
H2 -0.5216 -0.1598 -1.6024
H3 -1.7837 0.8328 -0.6714
H4 -0.7139 -1.1183 0.6276
H5 0.0957 -0.0552 2.3941
N1 2.2432 -1.1856 -0.6530
O1 0.2822 0.6250 1.4006

Orbital gap = 11.217 eV
LUMO = -0.0836 eV


Entry 10:
Computed, not measured: a single C3H5NO molecule, with ωB97M-V/def2-TZVPD.

Geometry (Å):
C1 1.7185 0.1511 0.3252
C2 0.2599 0.2436 0.3201
C3 -0.8393 0.7515 0.1557
O1 -2.0541 1.1501 -0.0396
N1 -2.5109 1.3985 -1.3008
H1 2.1657 0.5414 1.2482
H2 2.3139 -0.8560 0.2077
H3 2.0189 0.6671 -0.5338
H4 -2.7278 0.6168 -1.8330
H5 -1.8346 1.8325 -1.8825

Orbital gap = 9.798 eV
SMILES = CC#CON
LUMO = 0.8119 eV